No. 1
Computed, not measured: a cluster of 2 separate species, C3H13N2O in total at a distorted geometry, with ωB97M-V with the def2-TZVPD basis set.

XYZ file:
```
19
Properties=species:S:1:pos:R:3
N 0.63 0.24 -1.29
C -0.83 0.58 -0.81
C -0.75 1.91 -0.12
C -1.02 -0.51 0.29
N -0.52 -1.83 -0.04
H 1.20 1.00 -1.65
H 0.53 -0.30 -2.16
H 1.07 -0.47 -0.72
H -1.43 0.23 -1.60
H -0.65 1.82 0.95
H -1.72 2.43 -0.22
H -0.12 2.70 -0.52
H -0.53 -0.17 1.21
H -2.03 -0.45 0.69
H 0.36 -2.05 0.41
H -1.20 -2.51 0.20
H 2.30 -1.63 1.97
H 2.69 -0.19 1.85
O 2.01 -0.80 1.56
```

Calculated values
- ΔE to the lowest compared entry with this formula, charge and spin (kcal per mole) = 31.2
- total charge = +1
- gap between HOMO and LUMO (eV) = 10.72


No. 2
Computed, not measured: a cluster of 30 separate species, C19H91BFN3O31S2 in total at a distorted geometry, with ωB97M-V with the def2-TZVPD basis set.

XYZ file:
```
148
Properties=species:S:1:pos:R:3
C 3.12 2.37 3.91
C 3.02 0.75 3.64
C 3.53 0.51 2.13
C 2.58 -0.46 1.25
C 1.56 0.38 0.27
C 0.83 1.43 1.22
N 0.21 2.27 1.84
C 2.49 1.03 -0.87
C 2.07 2.50 -1.36
C 2.19 2.49 -2.99
F 3.06 3.44 -0.89
C 0.47 -0.69 -0.31
C 1.26 -1.94 -0.98
N 1.94 -2.80 -1.48
C -0.46 -1.33 0.84
C -2.04 -1.06 0.67
C -2.83 -1.68 1.97
S -4.53 -2.17 1.32
C -5.87 -1.23 2.18
S -6.65 -2.03 3.46
N -6.36 0.12 1.85
C -7.51 0.12 0.90
C -8.24 1.56 0.93
C -5.27 1.07 1.48
C -4.83 1.05 -0.07
B -0.40 -0.04 -1.56
O -0.60 -0.77 -2.81
O -1.05 1.26 -1.50
H 2.64 2.69 4.89
H 4.22 2.74 3.83
H 2.57 2.91 3.05
H 1.93 0.46 3.83
H 3.73 0.28 4.43
H 4.60 0.05 2.22
H 3.65 1.52 1.59
H 3.30 -1.13 0.64
H 2.02 -1.14 1.98
H 3.60 1.10 -0.54
H 2.52 0.34 -1.81
H 0.98 2.79 -1.15
H 1.71 1.53 -3.43
H 1.50 3.35 -3.35
H 3.26 2.66 -3.35
H -0.33 -2.48 0.83
H -0.15 -1.01 1.92
H -2.51 -1.61 -0.24
H -2.33 0.06 0.66
H -2.25 -2.62 2.31
H -2.94 -0.90 2.81
H -7.26 -0.26 -0.16
H -8.28 -0.63 1.33
H -7.56 2.44 0.67
H -9.23 1.55 0.34
H -8.56 1.72 2.04
H -4.35 0.80 2.12
H -5.54 2.16 1.78
H -3.93 1.78 -0.17
H -4.46 0.04 -0.47
H -5.65 1.45 -0.77
H -1.09 -0.15 -3.41
H -1.26 1.52 -0.57
O -4.18 -3.32 5.33
H -4.76 -2.84 4.72
H -4.75 -4.02 5.69
O -6.25 0.53 5.64
H -6.48 -0.05 4.91
H -6.49 0.03 6.43
O -4.37 -2.19 -2.22
H -4.43 -2.15 -1.25
H -3.62 -2.78 -2.38
O 4.86 1.97 6.14
H 5.80 2.18 6.02
H 4.45 2.82 6.32
O 7.78 0.70 5.63
H 6.97 0.19 5.78
H 8.47 0.14 5.99
O 5.45 4.72 7.13
H 6.39 4.93 7.02
H 5.04 5.57 7.31
O -2.60 -1.77 7.23
H -2.97 -2.40 6.60
H -1.72 -1.59 6.89
O 5.22 -0.50 -1.55
H 4.87 -1.11 -2.21
H 6.12 -0.33 -1.85
O -0.06 1.64 5.12
H -0.17 2.31 4.43
H -0.51 2.03 5.88
O -3.18 2.21 -3.83
H -3.99 1.70 -3.67
H -2.48 1.65 -3.46
O -2.86 3.88 2.19
H -2.94 3.90 3.15
H -2.11 3.29 2.03
O -1.81 -5.03 5.20
H -2.45 -4.34 4.95
H -1.25 -5.11 4.41
O 2.73 2.72 -6.09
H 2.13 3.42 -6.35
H 3.33 2.62 -6.84
O 2.14 -1.33 5.90
H 3.06 -1.09 5.73
H 1.71 -0.49 6.09
O 2.87 -4.93 -4.04
H 2.76 -4.27 -4.73
H 2.41 -4.55 -3.27
O 4.23 0.22 -5.43
H 3.62 0.92 -5.69
H 4.82 0.12 -6.18
O -0.17 -2.88 7.04
H -0.55 -3.51 6.41
H 0.71 -2.69 6.69
O 4.23 -7.37 -2.19
H 3.65 -8.13 -2.03
H 3.73 -6.82 -2.81
O -0.18 3.26 -6.98
H -0.72 3.76 -7.60
H -0.79 2.57 -6.66
O 2.67 4.27 -8.52
H 2.92 5.06 -9.03
H 1.74 4.12 -8.75
O -0.36 5.68 -9.11
H -0.46 6.34 -9.81
H -0.81 6.07 -8.35
O 3.67 -5.48 -7.17
H 3.59 -5.45 -6.21
H 4.42 -6.07 -7.32
O 8.48 4.11 6.71
H 8.40 3.79 7.62
H 8.97 3.41 6.26
O 3.40 0.50 -8.29
H 2.82 -0.26 -8.14
H 2.90 1.05 -8.91
O 1.11 -6.54 -6.37
H 1.95 -6.13 -6.63
H 1.37 -7.39 -6.01
O -7.61 -2.62 -1.46
H -7.97 -3.24 -2.10
H -6.71 -2.46 -1.77
O -0.36 -4.24 2.63
H 0.31 -4.81 2.21
H 0.11 -3.42 2.81
O -7.74 -3.59 -4.25
H -8.35 -2.88 -4.52
H -7.16 -3.69 -5.01
O 4.12 5.38 -5.52
H 3.95 4.50 -5.88
H 3.72 5.36 -4.65
```

Calculated values
- total charge = 0
- gap between HOMO and LUMO (eV) = 7.58


No. 3
Computed, not measured: the ion C8H19O3SSi with charge -1 at a distorted geometry, with ωB97M-V with the def2-TZVPD basis set.

XYZ file:
```
32
Properties=species:S:1:pos:R:3
C 2.10 1.47 -4.49
C 0.66 1.36 -4.01
C 0.39 1.45 -2.50
Si -1.32 0.78 -1.96
O -1.26 0.59 -0.38
S -2.13 0.12 1.20
O -2.66 -1.20 0.77
O -3.17 1.19 1.21
C -1.38 0.10 3.01
C -0.22 -0.85 3.05
C -0.51 -2.36 2.88
C 0.77 -0.39 2.03
C 0.37 -0.73 4.49
H 2.34 1.46 -5.59
H 2.42 2.51 -4.29
H 2.71 0.84 -3.89
H 0.05 2.15 -4.55
H 0.30 0.29 -4.27
H 0.51 2.44 -2.14
H 1.13 0.80 -2.00
H -2.43 1.66 -2.58
H -1.73 -0.44 -2.72
H -1.06 1.15 3.11
H 0.39 -2.98 3.28
H -1.28 -2.48 3.65
H -0.78 -2.61 1.85
H 0.33 -0.13 1.07
H 1.33 0.54 2.37
H 1.58 -1.08 1.95
H 1.47 -0.44 4.46
H 0.11 -1.53 5.19
H -0.16 0.15 4.92
```

Calculated values
- ΔE to the lowest compared entry with this formula, charge and spin (kcal per mole) = 38.5
- SMILES = CCC[SiH2]O[S@](=O)([O-])=CC(C)(C)C
- total charge = -1
- gap between HOMO and LUMO (eV) = 7.36


No. 4
Computed, not measured: a structure of composition C33H34Cl3GeMoN2O5 at a distorted geometry, with ωB97M-V with the def2-TZVPD basis set.

XYZ file:
```
79
Properties=species:S:1:pos:R:3
Mo 1.78 -0.01 -0.83
O 3.45 -2.26 -3.84
C 3.04 -1.86 -2.80
O 2.79 -0.58 -2.48
C 2.80 -2.75 -1.60
C 3.12 -4.08 -1.51
C 2.93 -4.72 -0.30
C 2.41 -4.01 0.79
C 2.10 -2.69 0.60
N 2.29 -2.09 -0.57
C 1.49 -1.77 1.63
O 1.28 -2.09 2.76
O 1.21 -0.56 1.10
H 3.53 -4.58 -2.38
H 3.17 -5.77 -0.19
H 2.26 -4.46 1.76
N 1.88 1.74 -2.23
C 1.35 1.74 -3.58
C 2.06 2.43 -4.54
C 1.56 2.55 -5.83
C 0.34 1.95 -6.13
C -0.34 1.24 -5.16
C 0.14 1.11 -3.85
C -0.59 0.21 -2.90
C -1.94 -0.04 -3.15
C -2.63 -1.10 -2.56
C -1.95 -1.97 -1.73
C -0.64 -1.66 -1.38
C 0.03 -0.53 -1.88
H 2.88 1.95 -2.27
H 1.45 2.49 -1.70
H 3.00 2.89 -4.28
H 2.12 3.08 -6.58
H -0.07 2.01 -7.13
H -1.24 0.73 -5.45
H -2.48 0.60 -3.84
H -3.67 -1.26 -2.80
H -2.43 -2.86 -1.33
H -0.15 -2.31 -0.66
Cl 5.70 4.99 2.85
C 4.51 4.02 2.04
C 4.80 2.72 1.69
C 3.82 1.98 1.06
Cl 4.22 0.36 0.49
C 2.55 2.46 0.77
O 1.59 1.72 0.21
C 2.33 3.81 1.08
Cl 0.85 4.56 0.56
C 3.28 4.58 1.72
H 5.77 2.29 1.90
H 3.07 5.61 1.94
C -3.83 1.40 4.52
C -2.42 1.18 3.99
C -2.18 1.90 2.67
C -0.80 1.63 2.03
Ge -1.09 0.11 0.96
C -1.60 -1.53 1.76
C -3.13 -1.64 1.69
C -3.66 -2.90 2.35
C -5.18 -2.99 2.31
H -3.98 0.93 5.49
H -4.58 0.99 3.83
H -4.05 2.46 4.63
H -2.24 0.11 3.88
H -1.69 1.53 4.72
H -2.27 2.98 2.83
H -3.01 1.67 1.97
H -0.02 1.46 2.77
H -0.48 2.43 1.37
H -1.97 0.46 -0.24
H -1.22 -1.53 2.78
H -1.13 -2.37 1.25
H -3.45 -1.61 0.65
H -3.59 -0.77 2.18
H -3.31 -2.94 3.39
H -3.22 -3.77 1.85
H -5.63 -2.14 2.84
H -5.55 -3.90 2.77
H -5.55 -2.97 1.28
```

Calculated values
- ΔE to the lowest compared entry with this formula, charge and spin (kcal per mole) = 33.2
- spin multiplicity = 3
- total charge = +1
- gap between HOMO and LUMO (spin up / spin down) (eV) = 7.28 / 7.17